(1)
Entry from the OMol25 dataset: CHI2NO2 as an isolated structure (ωB97M-V with the def2-TZVPD basis set).

```
7
Properties=species:S:1:pos:R:3:forces:R:3:mulliken_charge:R:1
C 0.78383 0.97101 -0.09073 -0.6 0.3 -0.9 -0.677
N -0.98616 -1.06831 0.47363 -0.1 -0.3 1.4 0.769
O -1.14155 -1.59383 1.53969 0.5 0.3 -0.2 -0.449
O -1.61391 -1.15150 -0.51273 -0.5 -0.2 -1.0 -0.376
I -0.07093 0.96249 -1.97766 0.5 0.1 -0.2 0.170
I 2.51514 -0.10104 0.31370 -0.5 0.6 0.0 0.164
H 0.51357 1.98119 0.25410 0.8 -0.8 0.8 0.399
```
Forces are in eV/Å.

The total energy is -22833.694 eV. As for the HOMO energy (spin up / spin down): -0.3581 / -0.3114 Eh. As for the orbital gap (spin up / spin down): 8.6 / 6.8 eV. The value obtained for the relative energy (zero: lowest compared OMol25 entry of this formula, charge and spin) is 2.134 eV.

***

(2)
Entry from the OMol25 dataset: C30H20F15GeIrN9O6S as an isolated structure (ωB97M-V with the def2-TZVPD basis set).

```
83
Properties=species:S:1:pos:R:3:forces:R:3:mulliken_spin:R:1
Ir -0.21461 -0.24655 0.05660 1.2 1.4 0.6 0.150
N 1.70873 -0.10457 1.04268 -0.5 -0.4 -0.6 0.013
N 1.74772 0.91001 2.00683 0.0 0.2 0.0 -0.002
C 0.59055 1.49299 2.40557 0.0 -0.1 -0.2 -0.001
N 0.64929 2.35903 3.39559 0.0 0.0 0.1 0.000
N -0.48342 1.14042 1.67669 -0.5 -0.4 -0.1 0.035
N -1.73270 1.68545 1.99350 0.1 0.3 -0.1 -0.013
O -2.60626 1.43734 1.20310 0.0 -0.1 -0.1 0.004
O -1.86493 2.37386 2.97969 0.0 -0.1 0.1 0.000
H 1.84067 -1.01574 1.48572 0.2 0.1 0.1 0.005
H 2.44222 0.03596 0.34969 0.0 0.1 0.0 -0.003
H 2.59804 1.02686 2.54135 0.0 -0.1 0.0 -0.001
H 1.52445 2.57545 3.84852 0.0 0.0 0.0 0.000
H -0.20282 2.80364 3.70909 0.0 0.0 0.0 0.000
O -2.61592 -3.53652 -4.14606 0.1 0.0 0.0 0.000
C -3.53056 -2.79257 -3.54892 0.0 0.0 0.1 0.001
O -4.69411 -2.81807 -3.82664 0.0 0.0 0.0 0.000
C -3.07140 -1.87225 -2.45263 0.0 0.0 0.0 -0.007
C -3.94238 -1.06692 -1.73876 0.0 0.0 -0.1 -0.001
N -3.22795 -0.36915 -0.84617 0.0 0.0 0.0 0.001
N -1.92652 -0.66307 -0.95599 -0.2 0.0 0.1 0.003
C -1.82027 -1.59020 -1.90782 0.1 0.0 0.0 0.005
C -0.43252 -2.05609 -2.16638 0.0 0.2 -0.1 -0.007
O -0.15168 -2.87293 -3.00549 0.0 0.0 0.0 0.002
O 0.44742 -1.41543 -1.42158 0.2 -0.3 0.2 0.009
H -1.70866 -3.39749 -3.80157 0.0 0.0 0.0 0.000
H -5.01066 -0.96317 -1.84179 0.0 0.0 0.0 0.000
H -3.54300 0.29116 -0.15088 0.0 0.1 0.0 -0.003
F -2.23753 -1.09026 5.91986 0.0 0.0 0.0 0.000
C -0.95099 -0.82573 5.72519 0.0 0.0 0.0 -0.007
C -0.25819 -1.44411 4.69512 0.0 0.0 0.0 -0.025
C 1.08305 -1.13182 4.56533 0.0 0.0 0.0 0.006
F 1.79820 -1.70197 3.56359 0.0 0.0 0.0 0.007
C 1.72888 -0.24120 5.39442 0.0 0.0 0.0 0.001
F 3.00926 0.08099 5.18782 -0.1 0.0 0.0 0.000
C 1.01027 0.36211 6.41781 0.0 0.0 0.0 0.000
F 1.60546 1.23553 7.20721 0.0 0.0 0.0 0.000
C -0.33499 0.07005 6.58772 0.0 0.0 0.0 0.000
F -1.01568 0.65271 7.55520 0.0 0.0 0.0 0.000
Ge -1.00457 -2.77350 3.48856 0.1 0.3 0.4 0.021
S -0.71674 -2.07226 1.31731 -0.5 -0.6 -0.7 0.734
C -2.92727 -2.85774 3.50719 0.0 0.0 -0.1 -0.011
C -3.65284 -4.02323 3.70885 0.0 0.0 0.0 0.012
F -3.02173 -5.17470 3.92028 0.0 0.0 0.0 0.001
C -5.03868 -4.02329 3.69982 0.0 0.0 0.0 0.002
F -5.71311 -5.13753 3.90599 0.0 0.0 0.0 0.000
C -5.71738 -2.83576 3.46209 0.0 0.0 0.0 0.006
F -7.03124 -2.82259 3.44115 0.0 0.0 0.0 0.001
C -5.01450 -1.65659 3.23730 0.0 0.0 0.0 -0.013
F -5.66203 -0.52524 2.98961 0.0 0.0 0.0 0.000
C -3.63959 -1.69424 3.26631 0.0 0.0 0.0 0.048
F -2.95479 -0.55017 3.05002 0.0 0.0 0.0 0.023
C -0.05193 -4.43203 3.66514 0.0 0.0 -0.1 -0.039
C 0.72542 -5.05789 2.70656 0.0 0.0 0.1 0.012
F 0.90456 -4.48562 1.50744 0.0 0.0 0.0 0.018
C 1.34997 -6.26520 2.96097 0.0 0.0 0.0 0.005
F 2.09594 -6.84605 2.03690 0.0 0.0 0.0 0.000
C 1.19328 -6.86139 4.20596 0.0 0.0 0.0 -0.001
F 1.78393 -8.00820 4.45776 0.0 0.0 0.0 0.000
C 0.42463 -6.25113 5.19125 0.0 0.0 0.0 0.002
F 0.28365 -6.82082 6.37366 0.0 0.0 0.0 0.000
C -0.18035 -5.04584 4.90170 0.0 0.0 -0.1 0.006
F -0.93558 -4.43860 5.83008 0.0 0.0 0.0 0.000
C 1.71746 1.63335 -1.50329 0.2 0.1 -0.1 -0.006
C 2.03839 2.79457 -2.50333 0.0 -0.2 0.2 0.001
N 0.81300 3.37107 -3.00581 0.1 0.2 -0.2 0.000
C 0.05563 2.36794 -3.72122 0.0 -0.2 0.1 -0.001
C -0.28646 1.18428 -2.76704 0.0 0.1 -0.2 0.006
N 0.24726 1.45482 -1.39064 -0.4 -0.5 0.4 0.006
C -0.34496 2.74098 -0.92221 0.0 0.3 -0.1 -0.006
C 0.01309 3.88947 -1.91939 -0.1 -0.2 0.2 -0.001
H 2.10236 1.89099 -0.51439 0.0 0.0 0.0 0.000
H 2.14391 0.68469 -1.83498 0.0 0.0 0.0 0.001
H 2.62471 2.41953 -3.34040 0.0 0.0 0.0 0.000
H 2.61635 3.57037 -2.00260 0.0 0.0 0.0 0.000
H 0.64272 2.01256 -4.56647 0.0 0.0 0.0 0.000
H -0.85501 2.82267 -4.10784 0.0 0.0 0.0 0.000
H 0.17146 0.26906 -3.12521 0.0 -0.1 0.0 0.000
H -1.36150 1.04733 -2.68918 0.0 0.0 0.0 -0.002
H 0.06857 2.96479 0.05840 0.0 0.0 0.1 0.000
H -1.42076 2.60032 -0.83108 0.0 0.0 0.0 0.002
H 0.57219 4.67195 -1.40744 0.0 0.0 0.0 0.000
H -0.89310 4.33287 -2.32884 0.0 0.0 0.0 0.000
```
Forces are in eV/Å.

The total energy is -168063.481 eV. As for the HOMO energy (spin up / spin down): -0.5184 / -0.5182 Eh. The spin multiplicity is 2. As for the orbital gap (spin up / spin down): 7.4 / 5.1 eV. Its expectation value of S² is 0.755. As for the total charge: +2.

***

(3)
Entry from the OMol25 dataset: a 8-piece molecular cluster, C33H76BClN7O8 overall (ωB97M-V with the def2-TZVPD basis set).

```
126
Properties=species:S:1:pos:R:3:forces:R:3:mulliken_charge:R:1
C -2.01840 -0.71021 -2.05392 0.1 0.0 0.1 -0.673
O -1.92814 -1.99609 -1.47815 -0.1 0.1 0.0 -0.123
C -1.62609 -2.98826 -2.43528 -0.3 0.0 0.1 -0.590
C -1.62221 -4.36206 -1.76672 0.2 0.1 -0.4 -0.930
C -2.90088 -5.18409 -1.97599 0.1 -0.4 0.3 -0.879
C -3.91487 -5.19774 -0.81487 0.0 0.2 -0.2 -0.658
C -4.07955 -3.88917 -0.04388 -0.4 0.0 0.0 -0.657
C -4.94855 -2.83391 -0.75273 0.2 0.3 0.6 0.117
C -6.43141 -2.88950 -0.38906 -0.3 -0.4 -0.4 -0.797
C -7.21793 -4.11271 -0.91849 0.0 0.3 -0.1 -0.485
B -8.78209 -3.79027 -1.39081 0.1 -0.3 -0.2 0.099
C -8.91227 -3.89965 -3.04320 0.1 0.1 0.5 -1.403
C -8.20417 -2.76357 -3.78601 -0.6 -0.1 -0.3 0.953
C -9.01365 -2.21388 -4.96030 0.2 -0.3 0.2 -1.447
Cl -6.61004 -3.32006 -4.49008 0.2 0.1 0.1 -0.293
H -1.01288 -0.31771 -2.23856 0.0 0.2 -0.2 0.236
H -2.59382 -0.72248 -2.98441 0.0 -0.1 -0.1 0.333
H -2.53741 -0.05756 -1.35445 0.0 0.0 0.1 0.126
H -2.39272 -2.96146 -3.22095 0.0 0.0 -0.1 0.482
H -0.66391 -2.77248 -2.92211 0.1 0.1 0.1 0.424
H -0.77267 -4.90820 -2.18672 0.0 -0.1 0.0 0.380
H -1.40537 -4.22530 -0.70674 0.0 0.0 0.0 0.418
H -3.39693 -4.89919 -2.90625 0.0 0.2 0.0 0.400
H -2.58911 -6.22242 -2.12710 -0.1 0.0 -0.1 0.428
H -4.88669 -5.44790 -1.24058 0.0 -0.2 0.1 0.130
H -3.66070 -6.00621 -0.12349 0.1 0.0 0.0 0.384
H -4.57151 -4.12894 0.90542 0.0 0.0 0.0 0.536
H -3.11930 -3.44169 0.21635 0.1 -0.1 -0.1 0.314
H -4.57248 -1.85408 -0.43095 0.0 0.0 -0.2 -0.061
H -4.81909 -2.87413 -1.83769 0.0 -0.1 -0.1 0.022
H -6.53754 -2.83139 0.70111 0.0 0.1 0.0 0.309
H -6.92864 -2.00014 -0.78791 0.1 0.1 0.0 0.383
H -7.18385 -4.93202 -0.19088 0.1 0.0 0.1 0.153
H -6.66843 -4.47387 -1.79725 0.0 -0.1 0.0 0.036
H -9.11341 -2.64686 -1.05091 0.0 0.1 0.0 -0.241
H -9.57724 -4.59920 -0.89727 0.0 0.0 0.0 -0.262
H -8.51050 -4.86377 -3.36691 0.0 0.0 -0.1 0.327
H -9.97266 -3.88502 -3.31971 0.0 0.0 -0.1 0.303
H -7.96582 -1.95437 -3.09750 0.3 -0.1 0.0 0.111
H -10.03176 -2.03077 -4.61731 0.0 0.2 0.0 0.396
H -9.04838 -2.98255 -5.73394 -0.1 0.0 -0.1 0.320
H -8.57058 -1.31001 -5.37972 0.0 0.0 0.0 0.363
C 2.60354 0.11450 -2.84606 0.0 0.1 -0.1 0.064
O 1.62311 0.83142 -2.81021 0.0 0.0 0.0 -0.547
N 2.89233 -0.84503 -1.94767 0.1 -0.1 0.0 0.506
C 4.07452 -1.66575 -2.06401 -0.2 0.2 0.1 -1.167
C 1.98256 -1.05122 -0.82453 0.0 0.1 -0.2 -0.481
H 3.35960 0.19062 -3.64952 0.0 0.0 0.0 0.218
H 3.79330 -2.71718 -2.14203 0.0 0.0 0.0 0.419
H 4.71875 -1.53878 -1.19012 0.0 -0.1 0.0 0.389
H 4.63273 -1.38292 -2.95600 0.0 0.0 0.0 0.303
H 0.98574 -1.30174 -1.19204 0.0 0.0 0.1 0.003
H 1.90693 -0.13975 -0.23779 -0.1 -0.1 0.1 -0.057
H 2.35150 -1.86244 -0.20050 0.1 0.0 0.0 0.405
C 0.73511 2.35646 0.88914 -0.1 -0.1 0.0 -0.026
O 1.27705 1.29574 1.17271 -0.2 -0.1 0.2 -0.745
N 1.40616 3.50196 0.73541 0.0 0.1 0.1 0.323
C 0.75026 4.75477 0.42178 0.2 0.0 0.0 -0.766
C 2.85296 3.43772 0.88024 -0.1 0.0 0.0 -0.569
H -0.35286 2.44548 0.73519 0.0 0.0 0.0 0.397
H 1.11542 5.13463 -0.53666 -0.1 0.0 0.0 0.352
H 0.95700 5.48999 1.20412 -0.1 -0.1 -0.2 0.136
H -0.32527 4.59482 0.34852 0.0 0.0 0.0 0.288
H 3.26875 2.75750 0.14077 0.1 0.0 0.0 0.226
H 3.11232 3.06460 1.87042 0.1 0.0 0.0 0.029
H 3.28633 4.42443 0.73623 -0.1 0.1 0.0 0.313
C 1.03966 7.86469 2.56107 -0.1 -0.1 0.0 0.106
O 1.55781 6.80056 2.84006 0.1 0.2 0.2 -0.658
N 1.71815 9.01237 2.37270 0.0 0.1 0.0 0.125
C 1.05443 10.25345 2.03341 0.1 -0.1 0.0 -0.921
C 3.16398 8.98944 2.51359 -0.1 -0.1 0.0 -0.920
H -0.04956 7.97532 2.42738 0.0 0.0 0.0 0.299
H 1.40997 10.62753 1.07126 0.0 0.0 0.0 0.344
H 1.24514 11.01140 2.79627 0.0 0.0 0.0 0.340
H -0.01879 10.08803 1.96695 0.0 0.0 0.0 0.291
H 3.60352 8.28862 1.80359 0.0 0.0 0.0 0.282
H 3.44195 8.66877 3.51803 0.0 0.0 0.0 0.288
H 3.55728 9.98621 2.32943 0.0 0.0 0.0 0.379
C -4.05419 3.15723 1.71135 0.0 0.1 0.0 0.081
O -3.23086 3.48679 0.87761 0.0 0.0 0.0 -0.538
N -3.92937 2.09873 2.53124 0.0 0.0 0.1 0.233
C -4.92831 1.76793 3.52454 0.1 -0.1 -0.1 -0.920
C -2.74491 1.26537 2.40186 0.0 0.1 -0.1 -0.771
H -4.98754 3.72324 1.87573 0.0 0.0 0.0 0.221
H -4.49262 1.78878 4.52628 0.0 0.0 0.0 0.322
H -5.33642 0.77258 3.33978 0.0 0.0 0.0 0.323
H -5.74138 2.49006 3.48165 0.0 0.0 0.0 0.290
H -1.85166 1.87156 2.55567 0.1 -0.1 0.0 0.272
H -2.69451 0.83625 1.40112 0.1 -0.1 0.0 0.139
H -2.77811 0.46603 3.13710 0.0 0.0 0.0 0.371
C 6.41862 1.77288 -0.70716 -0.2 0.0 0.0 -0.031
O 5.60527 2.68103 -0.70981 0.2 0.0 -0.1 -0.521
N 6.38665 0.73167 0.14057 0.0 -0.1 0.0 0.409
C 7.37667 -0.32232 0.10841 -0.2 0.0 0.0 -0.965
C 5.29609 0.66904 1.11547 0.1 0.1 -0.5 -0.885
H 7.25394 1.72242 -1.42915 0.0 0.0 0.0 0.241
H 6.90676 -1.28844 -0.09192 0.1 0.0 0.0 0.392
H 7.90012 -0.38353 1.06550 0.0 0.0 0.0 0.303
H 8.10572 -0.11965 -0.67517 0.0 0.0 0.0 0.268
H 4.34188 0.63603 0.58520 -0.1 0.0 0.1 -0.050
H 5.29175 1.54626 1.75432 0.1 -0.1 -0.1 0.548
H 5.40419 -0.22519 1.72396 0.0 0.0 0.0 0.373
C 4.38144 2.52879 4.51143 -0.1 0.0 -0.1 0.049
O 4.32558 1.82439 3.52067 0.0 0.1 0.5 -0.600
N 3.47004 2.50457 5.49828 0.0 0.0 0.2 0.192
C 3.56149 3.36406 6.65812 -0.1 -0.1 -0.1 -0.955
C 2.35103 1.58205 5.37338 0.0 0.0 -0.1 -0.872
H 5.18823 3.26343 4.67530 0.0 0.0 0.0 0.271
H 3.62557 2.76931 7.57211 0.0 0.0 0.0 0.350
H 2.68579 4.01304 6.72232 0.0 0.0 0.0 0.345
H 4.45108 3.98647 6.58337 0.0 0.0 0.0 0.293
H 2.71251 0.55578 5.30860 0.0 0.0 0.0 0.295
H 1.78332 1.79501 4.46724 0.0 0.0 0.0 0.203
H 1.70440 1.68557 6.24141 0.0 0.0 0.0 0.374
C 5.84886 -4.57042 -1.54762 -0.1 0.0 0.1 -0.034
O 6.53423 -4.09562 -0.66245 0.1 0.1 0.0 -0.637
N 6.33288 -5.18264 -2.64561 0.0 0.0 -0.1 0.130
C 5.46231 -5.72178 -3.67041 0.1 0.0 0.0 -0.987
C 7.77238 -5.29786 -2.79584 0.0 0.1 0.1 -0.959
H 4.74872 -4.54111 -1.52416 0.0 0.0 0.0 0.449
H 5.61882 -6.79680 -3.78014 0.0 0.0 0.0 0.368
H 5.65588 -5.23948 -4.63072 0.0 0.0 0.0 0.342
H 4.42349 -5.54792 -3.39756 0.0 0.0 0.0 0.343
H 8.19774 -5.85680 -1.96180 0.0 0.0 0.0 0.295
H 8.23379 -4.30987 -2.80774 0.0 0.0 0.0 0.291
H 7.99496 -5.81222 -3.72752 0.0 0.0 0.0 0.391
```
Forces are in eV/Å.

The total energy is -75463.747 eV. As for the HOMO energy: -0.1726 Eh. As for the orbital gap: 6.3 eV. As for the total charge: -1.

***

(4)
Entry from the OMol25 dataset: C19H9BCl5F2NO4PtS as an isolated structure (ωB97M-V with the def2-TZVPD basis set).

```
43
Properties=species:S:1:pos:R:3:forces:R:3:mulliken_charge:R:1
Pt -0.61553 0.46215 -0.04486 0.6 0.1 0.6 1.738
O 1.78839 -2.15503 2.78932 0.0 0.0 0.0 -0.512
C 1.25168 -1.34317 1.87973 -0.1 0.0 0.0 0.117
O 0.05587 -1.19286 1.75392 0.1 0.0 0.2 -0.439
C 2.26321 -0.64554 1.02787 0.0 0.1 -0.1 0.439
C 3.63650 -0.78400 1.12447 -0.2 0.1 -0.1 -0.760
C 4.40557 -0.03676 0.23236 0.0 0.0 0.0 -0.411
C 3.80008 0.79377 -0.69415 0.0 0.0 0.0 -0.664
C 2.40755 0.86588 -0.72400 0.0 -0.1 0.1 0.507
N 1.69859 0.15316 0.12837 0.0 -0.1 0.1 -0.033
C 1.65102 1.77355 -1.71222 0.1 0.0 -0.1 0.080
O 2.34951 2.40727 -2.48844 0.1 0.0 0.0 -0.733
O 0.38157 1.79658 -1.62190 -0.2 0.1 0.1 -0.757
H 1.06418 -2.58517 3.27075 0.0 0.0 0.0 0.394
H 4.08998 -1.43588 1.85468 0.0 0.0 0.0 0.557
H 5.48439 -0.11089 0.27054 0.0 0.0 0.0 0.431
H 4.36408 1.38665 -1.39897 0.0 0.0 0.0 0.555
Cl -0.32832 2.56515 1.91761 0.1 0.0 0.0 -0.110
C -1.29708 3.18001 0.61010 0.1 -0.1 -0.1 1.499
C -2.21951 2.29507 0.02326 -0.5 -0.1 -0.2 -1.476
C -2.76012 2.68355 -1.21908 0.1 0.1 0.1 0.400
Cl -3.75574 1.61660 -2.11930 0.0 0.0 0.0 -0.138
C -2.48418 3.93810 -1.76309 0.1 0.0 0.1 -0.213
Cl -3.17652 4.40941 -3.25657 0.0 0.0 0.0 -0.181
C -1.63013 4.81520 -1.09600 0.0 0.0 0.0 0.558
Cl -1.29267 6.35554 -1.75935 0.0 0.0 0.0 -0.166
C -1.00568 4.42468 0.09250 0.0 0.0 -0.1 -0.272
Cl 0.13434 5.45279 0.85383 0.0 0.0 0.0 -0.190
F -3.70257 0.22028 0.34156 0.0 -0.1 0.0 -0.260
B -2.77497 1.03164 0.84523 -0.1 0.3 -0.2 0.699
F -2.65737 0.98082 2.17499 0.0 0.0 0.1 -0.275
S -0.85085 -0.96578 -1.70837 -0.2 -0.1 -0.5 -0.407
C -0.90692 -2.47650 -0.80806 0.1 0.1 0.1 0.065
C 0.21673 -3.30530 -0.77979 0.0 0.0 0.0 -0.261
C 0.18965 -4.48659 -0.05802 0.0 0.0 0.0 -0.642
C -0.95246 -4.83685 0.65345 0.0 0.0 0.0 -0.431
C -2.06948 -4.01346 0.63249 0.0 -0.1 0.0 -0.627
C -2.05373 -2.84038 -0.10451 0.0 0.0 0.0 -0.221
H 1.10153 -3.00877 -1.32866 0.0 0.0 0.0 0.462
H 1.05607 -5.13485 -0.04969 0.0 0.0 0.0 0.404
H -0.97329 -5.76056 1.21706 0.0 0.0 0.0 0.409
H -2.95934 -4.29242 1.18067 0.0 0.0 0.0 0.407
H -2.92402 -2.19706 -0.13971 0.0 0.0 0.0 0.460
```
Forces are in eV/Å.

The total energy is -112337.454 eV. As for the HOMO energy (spin up / spin down): -0.2966 / -0.2964 Eh. As for the orbital gap (spin up / spin down): 6.2 / 6.2 eV. The value obtained for the relative energy (zero: lowest compared OMol25 entry of this formula, charge and spin) is 2.544 eV.